[1]
This record from the OMol25 dataset describes a 2-piece molecular cluster, C6H15O2P overall at a distorted geometry. The level of theory is wB97M-V/def2-TZVPD.

Calculated values
- DFT total energy: -19846.998 eV
- Energy above the lowest of the compared OMol25 structures with the same formula, charge and spin: 420.9 kJ/mol

```
24
Properties=species:S:1:pos:R:3:forces:R:3:nbo_charge:R:1
C -1.37467 -2.34747 -0.01990 0.8128 -0.1465 -0.7061 -0.608
C 2.08140 -0.98520 0.56521 -0.0325 1.2884 0.7262 -0.686
C 1.90373 1.45557 0.98880 2.4403 -0.9178 -1.2969 -0.683
C -1.72059 2.09384 -0.92247 -1.8006 2.3050 0.7654 -0.251
C -1.89359 -0.96189 -0.38629 -1.1184 -0.1048 2.3611 -0.778
C 1.47478 0.35132 0.11328 -3.7231 -1.2555 -2.5659 -0.227
O -1.38116 -0.11607 2.15003 -0.0818 -0.4852 2.9707 -1.090
O -1.65852 1.71329 0.42820 0.0540 -0.1020 0.7743 -0.813
P -1.08591 0.26824 0.80246 1.7680 -0.7088 -4.3774 1.959
H -0.38142 -2.27427 0.47048 -0.7897 -0.4845 -0.0110 0.209
H -2.14110 -2.86249 0.53427 0.2796 -0.1946 0.8168 0.219
H -1.26506 -2.94799 -0.92850 0.2334 0.0716 0.0308 0.206
H 1.57046 -1.07017 1.52721 1.2868 -0.2885 0.7826 0.233
H 1.82076 -1.91382 0.12572 -0.6143 -0.4416 -1.3639 0.223
H 3.21126 -0.95037 0.51140 -1.1244 0.1635 0.7449 0.210
H 2.96571 1.17328 1.05400 0.2819 0.9348 0.4606 0.205
H 1.51819 1.28086 1.91224 -0.9992 -0.7638 3.0059 0.224
H 1.79994 2.50318 0.89101 -0.3752 0.9378 -1.3412 0.233
H -0.99022 1.62186 -1.48524 1.4129 -0.8899 -1.3288 0.177
H -1.57621 3.19698 -0.92928 0.0841 -0.7247 -0.2266 0.195
H -2.73562 1.91431 -1.30368 0.3406 -0.1956 -0.0911 0.185
H -3.00762 -1.05274 -0.21311 1.0396 0.9178 -0.2309 0.236
H -1.70976 -0.74839 -1.38913 0.3339 0.6375 -1.6870 0.216
H 1.37614 0.42542 -1.02854 0.2913 0.4473 1.7876 0.204
```
Positions in Å, forces in eV/Å.

[2]
This record from the OMol25 dataset describes one molecule with the formula C6H15O2P at a distorted geometry. The level of theory is wB97M-V/def2-TZVPD.

Calculated values
- DFT total energy: -19848.223 eV
- Energy above the lowest of the compared OMol25 structures with the same formula, charge and spin: 302.7 kJ/mol
- SMILES string: CC(C)(C)[P@@](C)(=O)CO

```
24
Properties=species:S:1:pos:R:3:forces:R:3:nbo_charge:R:1
C 1.34442 -0.36349 1.26204 1.5944 5.6132 -3.4453 -0.595
C 0.90951 -0.22176 -0.25266 -0.5798 1.1013 0.9687 -0.338
C 1.08440 -1.52321 -0.96983 -0.5623 -0.5703 -3.5848 -0.637
C 1.72497 0.92257 -0.95102 -0.2816 0.7692 1.4532 -0.626
P -0.95669 0.26175 -0.35307 2.0409 1.5843 0.5067 1.875
C -1.09474 1.93856 0.54929 5.2549 0.1427 0.1164 -0.980
O -1.44574 0.21091 -1.75545 -0.1005 0.1227 0.0063 -1.107
C -1.93617 -0.87243 0.65731 -0.3493 1.5975 1.0081 -0.438
O -3.27636 -0.64685 0.26841 -0.1445 -1.8995 -2.5672 -0.699
H 0.79992 0.50870 1.71239 1.1812 -0.9484 0.4608 0.205
H 1.07927 -1.23292 1.63733 -1.3515 -4.1215 1.9990 0.195
H 2.48491 -0.25053 1.24762 -1.5957 -0.0273 0.4978 0.212
H 0.12050 -1.96427 -1.36211 0.9337 0.3952 0.4421 0.226
H 1.57020 -2.24813 -0.40369 0.6047 -1.3355 1.4650 0.209
H 1.76532 -1.51112 -1.89799 -1.0956 0.5663 1.1149 0.221
H 2.74827 0.49671 -1.15921 -1.1299 0.5924 -0.3883 0.219
H 1.08630 1.27029 -1.82802 1.4971 -0.2816 0.7655 0.243
H 1.92519 1.80431 -0.18933 -0.6533 -1.5529 -1.6064 0.207
H -2.06964 2.23085 0.57911 -2.8225 0.6415 0.3685 0.237
H -0.58606 1.90043 1.62327 -1.4406 -0.0906 -2.1702 0.232
H -0.50272 2.82831 0.02121 -1.1776 -2.1684 0.7424 0.250
H -1.52710 -1.83618 0.51259 -0.0044 -1.5064 -0.2323 0.192
H -1.93844 -0.65102 1.72300 0.4977 0.0567 0.0875 0.211
H -3.30950 -1.05149 -0.67118 -0.3152 1.3194 1.9912 0.487
```
Positions in Å, forces in eV/Å.

[3]
This record from the OMol25 dataset describes a 2-piece molecular cluster, C6H15O4PS2 overall at a distorted geometry. The level of theory is wB97M-V/def2-TZVPD.

Calculated values
- DFT total energy: -45612.107 eV
- Energy above the lowest of the compared OMol25 structures with the same formula, charge and spin: 227.1 kJ/mol

```
28
Properties=species:S:1:pos:R:3:forces:R:3:nbo_charge:R:1
C 0.60983 3.76458 0.59026 -2.0688 0.3041 0.6019 -0.648
C 2.96281 -2.48240 0.66925 -1.7318 0.1899 1.0145 -0.650
C -4.28117 -1.92458 -0.46738 -0.7886 1.7578 -2.1544 -0.804
C 1.38986 2.46900 0.73700 2.4203 -1.5438 1.0762 -0.074
C 2.17709 -1.92003 -0.45360 -0.8129 1.1482 -3.4441 -0.063
C -0.27994 0.45322 -1.45551 0.9806 2.4953 3.2042 -0.765
O -0.24497 -1.13311 0.86187 -0.7989 -0.5433 0.9760 -1.111
O -3.70800 0.82574 -0.36954 -0.3901 1.0986 -0.3474 -0.870
O 0.61910 1.27382 1.02421 -0.8300 -0.4670 -0.5316 -0.835
O 1.96072 -0.49676 -0.17341 -1.3527 0.2984 0.1620 -0.839
P 0.40435 -0.06248 0.12936 3.3220 1.7732 -1.0238 2.338
S -2.60088 -1.67368 0.28156 -1.3349 -0.9142 -0.8272 0.103
S -2.47551 0.39123 0.28644 -0.0228 -0.5355 -0.0373 0.951
H 1.32385 4.50268 0.31253 0.7263 0.6862 -0.4064 0.224
H -0.23302 3.82421 -0.25190 1.7103 -0.5394 2.0268 0.221
H 0.22943 4.16194 1.62435 0.2415 -1.0572 -1.9975 0.227
H 3.70096 -1.76119 1.03798 -0.4045 -0.3028 0.1846 0.229
H 2.19276 -2.86414 1.37780 0.8295 0.9106 0.3786 0.227
H 3.41078 -3.36929 0.38193 1.3890 -1.7242 -0.8312 0.213
H -4.85533 -0.95705 -0.80946 1.3123 -1.4121 1.4615 0.272
H -4.88196 -2.48962 0.22656 -0.1694 -0.1313 0.1419 0.226
H -4.28612 -2.40330 -1.49379 0.7055 -0.1048 1.3654 0.228
H 2.20087 2.48525 1.61205 -2.0150 0.4786 -1.4887 0.200
H 2.07047 2.18676 -0.09261 -0.6849 0.6639 -0.1493 0.194
H 1.11276 -2.39518 -0.61230 2.3209 0.4971 0.2548 0.204
H 2.75987 -1.87074 -1.50143 -1.2582 -0.5118 2.2894 0.179
H -0.98367 -0.10453 -1.94658 -1.3325 -1.3900 -1.4493 0.210
H -0.29494 1.56964 -1.52565 0.0377 -1.1244 -0.4498 0.215
```
Positions in Å, forces in eV/Å.

[4]
This record from the OMol25 dataset describes one molecule with the formula C6H15PS3 at a distorted geometry. The level of theory is wB97M-V/def2-TZVPD.

Calculated values
- DFT total energy: -48257.985 eV
- Energy above the lowest of the compared OMol25 structures with the same formula, charge and spin: 128.8 kJ/mol
- SMILES string: CC(C)P(#S#[SH]=S)C(C)C

```
25
Properties=species:S:1:pos:R:3:forces:R:3:nbo_charge:R:1
C 1.84658 -1.28389 -1.48986 -2.0307 -1.0624 -1.8448 -0.617
C 1.03295 -1.21700 -0.20958 -0.1988 -0.6855 0.4036 -0.529
C 0.63078 -2.55242 0.45609 2.2957 -0.3621 -0.3024 -0.624
P -0.43566 -0.16967 -0.64316 0.9085 0.2767 0.9646 0.731
S -1.59390 -0.31083 1.13274 -1.5058 -0.2969 -1.0714 -0.285
S -3.47605 -1.09139 0.08067 0.4808 0.5777 0.9770 0.352
S -4.76015 0.23083 -0.55533 0.3642 0.0802 -0.2344 -0.397
C 0.39531 1.43806 -0.13077 0.2088 0.1517 -0.2611 -0.519
C 0.59363 1.64668 1.33499 -1.4534 -0.0259 3.2999 -0.647
C -0.51589 2.55572 -0.64804 -3.1117 -2.8081 2.0170 -0.601
H 1.83386 -0.30034 -1.95910 0.8735 0.2089 0.1412 0.210
H 2.80090 -1.73743 -1.33502 0.8686 0.1349 -0.0203 0.222
H 1.33064 -1.88558 -2.33342 0.5507 0.4573 1.4982 0.205
H 1.65646 -0.68957 0.50127 -0.0761 0.4234 0.2996 0.211
H -0.18387 -2.30885 1.16994 0.5850 -0.9401 -0.4769 0.230
H 1.60365 -2.98191 1.03014 -2.4288 0.7119 -1.3220 0.209
H 0.36791 -3.21182 -0.42065 -0.1440 0.1094 1.4027 0.211
H -3.92597 -1.21932 1.34553 0.0428 -0.4926 0.0297 0.118
H 1.40890 1.49942 -0.55063 -0.3567 -0.2248 -0.4860 0.227
H 1.20850 1.04764 2.03934 -0.2026 -0.7969 -1.1656 0.222
H 1.04484 2.58603 1.56381 0.2606 1.2238 -0.4461 0.220
H -0.41106 1.71792 1.89101 1.2967 -0.0492 -0.8947 0.215
H -0.16204 2.93544 -1.51550 0.9845 1.6251 -2.6376 0.213
H -0.74895 3.26740 0.13369 0.2194 0.4602 -0.1633 0.217
H -1.54135 2.03490 -0.88817 1.5689 1.3035 0.2931 0.207
```
Positions in Å, forces in eV/Å.

Q: Among the records above, which one has the highest energy above the lowest of the compared OMol25 structures with the same formula, charge and spin?
A: number 1